# 1
Computed, not measured: 2 unconnected molecules or ions with the total composition C5H14 in a non-equilibrium geometry, with wB97M-V/def2-TZVPD.

Structure (XYZ):
```
19
Properties=species:S:1:pos:R:3:nbo_charge:R:1
C 0.278 -0.736 -1.614 -0.602
C 0.456 -1.569 -0.305 -0.395
C -0.854 -2.330 -0.045 -0.614
H -0.581 -0.091 -1.482 0.201
H 0.182 -1.435 -2.448 0.198
H 1.177 -0.172 -1.874 0.204
H 1.320 -2.207 -0.480 0.196
H 0.684 -0.853 0.483 0.194
H -1.537 -1.732 0.549 0.206
H -1.330 -2.589 -0.993 0.202
H -0.673 -3.289 0.448 0.209
C -0.545 2.237 0.657 -0.621
C 0.816 2.023 1.299 -0.618
H -1.282 2.786 1.266 0.207
H -0.526 2.795 -0.287 0.208
H -1.095 1.320 0.448 0.203
H 0.920 2.465 2.285 0.210
H 1.590 2.415 0.634 0.210
H 1.000 0.960 1.458 0.204
```

SMILES string ... CCC.CC
Total charge ... 0

***

# 2
Computed, not measured: 2 unconnected molecules or ions with the total composition C5H14 in a non-equilibrium geometry, with wB97M-V/def2-TZVPD.

Structure (XYZ):
```
19
Properties=species:S:1:pos:R:3:nbo_charge:R:1
C -0.444 -0.056 -2.028 -0.622
C -1.848 0.343 -1.660 -0.419
C -2.038 -0.161 -0.206 -0.617
H 0.107 0.512 -2.766 0.213
H 0.248 0.264 -1.138 0.201
H -0.155 -1.138 -2.050 0.213
H -2.586 -0.182 -2.321 0.202
H -2.011 1.421 -1.729 0.211
H -2.903 -0.773 0.002 0.209
H -2.131 0.614 0.579 0.209
H -1.206 -0.759 0.202 0.199
C 1.508 0.408 1.074 -0.614
C 2.330 -0.406 2.152 -0.611
H 1.959 0.784 0.113 0.206
H 0.642 -0.228 0.785 0.200
H 1.195 1.245 1.696 0.208
H 3.094 -1.116 1.870 0.205
H 1.525 -1.029 2.514 0.204
H 2.716 0.259 2.910 0.202
```

SMILES string ... CCC.CC
Total charge ... 0

***

# 3
Computed, not measured: 2 unconnected molecules or ions with the total composition C5H14 in a non-equilibrium geometry, with wB97M-V/def2-TZVPD.

Structure (XYZ):
```
19
Properties=species:S:1:pos:R:3:nbo_charge:R:1
C -2.028 -0.334 0.129 -0.612
C -1.449 0.593 1.245 -0.387
C -0.234 -0.029 1.997 -0.610
H -2.177 -1.340 0.498 0.202
H -2.965 0.210 0.048 0.212
H -1.521 -0.329 -0.824 0.204
H -2.177 0.642 2.057 0.191
H -1.301 1.578 0.834 0.198
H 0.071 0.426 2.939 0.207
H 0.635 0.021 1.332 0.197
H -0.500 -1.060 2.200 0.199
C 1.122 -0.395 -1.703 -0.634
C 2.497 0.198 -1.573 -0.613
H 0.799 -1.315 -1.203 0.215
H 0.367 0.170 -1.106 0.203
H 0.668 -0.286 -2.688 0.209
H 2.498 1.159 -2.100 0.205
H 2.757 0.482 -0.557 0.208
H 3.261 -0.397 -2.055 0.206
```

SMILES string ... CCC.CC
Total charge ... 0

***

# 4
Computed, not measured: 2 unconnected molecules or ions with the total composition C5H14 in a non-equilibrium geometry, with wB97M-V/def2-TZVPD.

Structure (XYZ):
```
19
Properties=species:S:1:pos:R:3:nbo_charge:R:1
C 1.844 -0.751 -0.941 -0.613
C 1.420 0.222 -2.020 -0.393
C 0.722 1.541 -1.552 -0.610
H 2.579 -0.462 -0.194 0.207
H 0.927 -1.118 -0.474 0.200
H 2.346 -1.610 -1.399 0.208
H 0.839 -0.321 -2.762 0.196
H 2.307 0.581 -2.560 0.190
H 1.484 2.296 -1.376 0.203
H 0.298 1.322 -0.573 0.201
H 0.007 1.845 -2.306 0.211
C -1.201 -0.187 1.693 -0.614
C -2.537 -0.722 2.267 -0.612
H -0.659 0.270 2.525 0.202
H -0.497 -0.972 1.418 0.204
H -1.351 0.529 0.892 0.205
H -3.337 0.011 2.168 0.206
H -2.413 -0.781 3.348 0.202
H -2.777 -1.692 1.845 0.206
```

SMILES string ... CCC.CC
Total charge ... 0

***

# 5
Computed, not measured: 2 unconnected molecules or ions with the total composition C5H14 in a non-equilibrium geometry, with wB97M-V/def2-TZVPD.

Structure (XYZ):
```
19
Properties=species:S:1:pos:R:3:nbo_charge:R:1
C -2.109 0.741 -1.500 -0.620
C -0.629 1.255 -1.625 -0.401
C 0.544 0.144 -1.592 -0.632
H -2.405 -0.037 -2.217 0.206
H -2.869 1.288 -1.828 0.214
H -2.331 0.213 -0.540 0.204
H -0.664 1.680 -2.631 0.202
H -0.355 2.112 -0.889 0.205
H 0.272 -0.641 -2.335 0.204
H 1.608 0.308 -1.747 0.222
H 0.718 -0.471 -0.570 0.196
C 0.325 -0.642 2.469 -0.616
C 1.781 -1.046 1.915 -0.601
H 0.284 -0.344 3.566 0.213
H 0.030 0.085 1.618 0.205
H -0.419 -1.377 2.420 0.196
H 2.271 -0.114 2.058 0.204
H 1.854 -1.300 0.901 0.199
H 2.095 -1.854 2.529 0.201
```

SMILES string ... CCC.CC
Total charge ... 0

***

# 6
Computed, not measured: 2 unconnected molecules or ions with the total composition C5H14BClFO10P2S2 in a non-equilibrium geometry, with wB97M-V/def2-TZVPD.

Structure (XYZ):
```
36
Properties=species:S:1:pos:R:3:nbo_charge:R:1
O 0.474 -1.440 0.917 -1.099
P -0.892 -0.898 0.927 2.096
O -1.442 -0.548 2.407 -0.987
O -2.002 -2.020 0.513 -1.016
B -1.201 0.671 -0.252 0.186
S 0.353 0.799 -1.401 2.218
O 0.515 -0.358 -2.232 -0.946
O 1.470 1.235 -0.616 -0.941
F 0.050 1.988 -2.406 -0.501
O -1.399 1.950 0.453 -0.684
C -2.697 2.360 0.204 0.134
Cl -2.751 3.368 -1.312 -0.115
C -3.368 1.001 -0.074 -0.349
P -5.106 0.928 -0.594 1.828
O -5.489 -0.598 -0.206 -0.988
O -5.106 0.887 -2.192 -0.962
S -6.250 2.267 0.150 -0.589
O -2.473 0.404 -0.966 -0.722
H -1.748 -1.357 2.830 0.494
H -2.042 -2.074 -0.448 0.507
H -3.120 2.961 0.999 0.215
H -3.353 0.518 0.921 0.208
H -4.760 -1.001 0.281 0.509
H -4.633 0.092 -2.469 0.506
C 5.355 -0.778 -0.775 -0.632
C 5.160 -0.797 0.734 0.101
C 4.010 -1.707 1.128 -0.639
O 4.930 0.526 1.219 -0.732
H 4.452 -0.405 -1.265 0.218
H 6.181 -0.118 -1.047 0.204
H 5.566 -1.778 -1.159 0.199
H 6.084 -1.128 1.216 0.155
H 3.077 -1.344 0.688 0.244
H 3.873 -1.712 2.210 0.209
H 4.173 -2.733 0.792 0.196
H 4.109 0.839 0.821 0.475
```

Total charge ... -1

***

# 7
Computed, not measured: a gas-phase ion, C5H14BN2 (charge +1) in a non-equilibrium geometry, with wB97M-V/def2-TZVPD.

Structure (XYZ):
```
22
Properties=species:S:1:pos:R:3:nbo_charge:R:1
B -2.089 -0.344 -0.012 1.240
C -1.562 1.128 0.070 -0.881
C -0.224 1.266 0.844 -0.359
C 0.871 1.279 -0.269 -0.382
C 1.061 -0.010 -1.151 -0.469
C 0.839 -1.254 -0.320 -0.396
N -3.022 -1.312 -0.040 -1.148
N 2.033 -1.342 0.778 -0.733
H -1.503 1.452 -0.881 0.259
H -2.194 1.875 0.631 0.293
H -0.284 2.154 1.319 0.215
H 0.055 0.537 1.494 0.197
H 0.684 2.031 -0.900 0.204
H 1.863 1.662 0.260 0.186
H 0.461 0.095 -1.937 0.216
H 2.137 0.249 -1.589 0.185
H 0.968 -2.083 -0.910 0.165
H -3.830 -1.231 -0.631 0.457
H -2.769 -2.187 0.373 0.455
H 1.612 -2.019 1.429 0.451
H 2.062 -0.430 1.202 0.421
H 2.832 -1.514 0.238 0.424
```

Total charge ... +1

***

# 8
Computed, not measured: 2 unconnected molecules or ions with the total composition C5H14BN2O3, with wB97M-V/def2-TZVPD.

Structure (XYZ):
```
25
Properties=species:S:1:pos:R:3:nbo_charge:R:1
N 1.615 -0.413 1.439 -0.707
C 1.081 0.527 0.745 0.192
C 0.371 1.691 1.342 -0.720
B -0.804 2.363 0.403 -0.124
C -2.123 1.376 0.111 -0.650
C -2.256 0.105 0.925 -0.052
O -2.376 0.349 2.339 -0.739
H 2.037 -1.101 0.812 0.288
H 1.140 0.472 -0.346 0.139
H 0.046 1.414 2.345 0.221
H 1.143 2.463 1.472 0.219
H -0.322 2.707 -0.683 -0.084
H -1.193 3.400 0.960 -0.077
H -2.110 1.074 -0.944 0.189
H -3.054 1.940 0.246 0.175
H -3.138 -0.470 0.602 0.121
H -1.398 -0.554 0.787 0.164
H -3.302 0.505 2.504 0.447
C 2.319 -3.143 -1.992 -0.487
N 1.813 -1.792 -2.365 0.532
O 2.575 -1.044 -2.942 -0.383
O 0.677 -1.541 -2.045 -0.351
H 3.345 -3.230 -2.328 0.222
H 2.241 -3.226 -0.912 0.239
H 1.675 -3.872 -2.474 0.226
```

Total charge ... -1

***

Energy above the lowest of the compared OMol25 structures with the same formula, charge and spin values, unit kcal per mole, following the record order: 7.9 28.5 19.1 11.4 49.2 7.9 93.1 62.3.
DFT total energy values, unit Ha, following the record order: -198.8766 -198.8438 -198.8587 -198.8709 -198.8107 -3015.6959 -332.8914 -558.8836.
Highest occupied orbital energy values, unit eV, following the record order: -11.369 -10.860 -11.005 -11.107 -11.133 -6.647 -11.252 -4.460.